Entry 1:
{"formula": "C21H36ClO25", "method": "ωB97M-V/def2-TZVPD", "symbols": ["Cl", "O", "O", "O", "O", "C", "C", "O", "C", "O", "O", "H", "H", "H", "H", "C", "C", "O", "C", "O", "O", "H", "H", "H", "H", "C", "C", "O", "C", "O", "O", "H", "H", "H", "H", "C", "O", "C", "O", "O", "C", "H", "H", "H", "H", "H", "H", "C", "O", "C", "O", "O", "C", "H", "H", "H", "H", "H", "H", "C", "O", "C", "O", "O", "C", "H", "H", "H", "H", "H", "H", "C", "O", "C", "O", "O", "C", "H", "H", "H", "H", "H", "H"], "xyz": [[-0.8637, 0.4499, -0.8541], [-1.1674, 1.8337, -1.2082], [0.2983, -0.0870, -1.5365], [-0.5146, 0.4007, 0.5354], [-1.9967, -0.3237, -1.2087], [-2.8658, 1.5875, 3.5038], [-3.5637, 0.3916, 4.1438], [-3.8736, -0.4543, 3.0485], [-3.8158, 0.2580, 1.9125], [-4.1495, -0.0787, 0.8277], [-3.3077, 1.4797, 2.1618], [-1.7787, 1.4864, 3.5198], [-3.1575, 2.5149, 3.9919], [-4.4541, 0.7548, 4.6602], [-2.9241, -0.1289, 4.8520], [1.2371, 3.6739, -2.3677], [0.7460, 4.1798, -3.7270], [1.8775, 4.8387, -4.2733], [2.7780, 5.0751, -3.2895], [3.7720, 5.7197, -3.4072], [2.3320, 4.5728, -2.1395], [1.5547, 2.6310, -2.3496], [0.5187, 3.7970, -1.5612], [-0.1492, 4.7965, -3.7014], [0.5670, 3.2807, -4.3203], [4.2351, 1.1164, -2.2286], [3.6060, -0.1657, -2.7710], [4.5109, -1.1602, -2.2351], [5.6574, -0.5837, -1.8759], [6.6364, -1.1484, -1.4971], [5.6124, 0.7560, -2.0844], [3.8297, 1.4107, -1.2557], [4.1432, 1.9919, -2.8700], [3.6585, -0.1802, -3.8602], [2.6669, -0.4821, -2.3208], [-4.1566, -3.0421, 0.2034], [-5.1472, -3.9311, -0.2537], [-5.9955, -4.4076, 0.6635], [-5.9770, -4.2170, 1.8331], [-6.9273, -5.1698, 0.0914], [-6.8313, -5.4298, -1.3107], [-3.2433, -3.5014, 0.5926], [-4.4868, -2.3959, 1.0161], [-3.8528, -2.3115, -0.5453], [-7.7599, -5.8726, -1.6564], [-5.9831, -6.0995, -1.4466], [-6.6447, -4.5578, -1.9357], [0.1474, -7.8145, -3.1708], [-0.7256, -6.7546, -2.7648], [-0.4807, -5.5277, -3.2421], [0.2898, -5.2436, -4.1171], [-1.2573, -4.7037, -2.5752], [-1.2728, -3.3278, -2.9177], [0.1002, -7.8584, -4.2603], [-0.0726, -8.6890, -2.5761], [1.1681, -7.4654, -2.9767], [-1.4705, -3.1436, -3.9751], [-0.2693, -2.9238, -2.7656], [-1.9527, -2.7307, -2.3199], [0.4779, 3.6297, 1.9828], [-0.3246, 4.3283, 2.9405], [-0.2514, 3.9808, 4.2037], [0.2917, 2.9875, 4.6320], [-0.9967, 4.7723, 4.9380], [-1.0415, 4.5642, 6.3352], [1.4359, 3.4031, 2.4607], [0.5935, 4.2931, 1.1347], [0.0966, 2.6460, 1.7023], [-0.0567, 4.6310, 6.7902], [-1.4744, 3.5809, 6.5458], [-1.7767, 5.2678, 6.7199], [3.0363, -0.0777, 1.4373], [4.1592, 0.7692, 1.2796], [4.2694, 1.8403, 2.1018], [3.5339, 2.1235, 2.9900], [5.3554, 2.5290, 1.7888], [6.2432, 2.1858, 0.7515], [3.2727, -0.8717, 2.1421], [2.7814, -0.4953, 0.4562], [2.1188, 0.4993, 1.5849], [6.7260, 1.2053, 0.7573], [6.9867, 2.9759, 0.7071], [5.6889, 2.1462, -0.1871]], "de_lowest_kcal_mol": 6.67, "energy_ev": -86065.450, "e_lumo_ev": 2.266, "total_charge": -1, "homo_energy_ev": -7.12, "homo_lumo_gap_ha": 0.345, "multiplicity": 1}

=====

Entry 2:
{"formula": "C21H36FFeO21", "method": "ωB97M-V/def2-TZVPD", "symbols": ["Fe", "C", "C", "O", "O", "H", "H", "H", "C", "C", "O", "O", "H", "H", "H", "C", "C", "O", "O", "H", "H", "H", "C", "C", "O", "C", "O", "O", "F", "H", "H", "H", "C", "O", "C", "O", "O", "C", "H", "H", "H", "H", "H", "H", "C", "O", "C", "O", "O", "C", "H", "H", "H", "H", "H", "H", "C", "O", "C", "O", "O", "C", "H", "H", "H", "H", "H", "H", "C", "O", "C", "O", "O", "C", "H", "H", "H", "H", "H", "H"], "xyz": [[-1.6230, 3.4236, -1.1261], [-2.6937, 5.9088, 1.8958], [-2.2010, 5.0774, 0.7307], [-1.2517, 4.2579, 0.7582], [-2.7755, 5.0290, -0.3499], [-1.8733, 5.9116, 2.6135], [-3.4969, 5.5262, 2.5255], [-2.9550, 6.8809, 1.4777], [-3.8504, 2.7005, -4.3342], [-2.9847, 2.8867, -3.1301], [-1.7623, 3.1325, -3.2025], [-3.3911, 2.9182, -1.9706], [-3.2994, 2.4932, -5.2516], [-4.5302, 3.5511, -4.3846], [-4.2424, 1.7176, -4.0728], [0.5487, 0.0340, -0.1410], [-0.2694, 1.2232, -0.5083], [-1.4616, 1.5040, -0.1808], [0.2025, 2.2230, -1.0599], [0.6247, -0.5950, -1.0279], [0.1673, -0.5580, 0.6910], [1.5753, 0.3439, 0.0541], [2.4750, 0.1175, 5.7175], [1.0191, 0.0245, 6.0182], [0.5527, -0.6603, 4.8742], [1.5132, -0.4097, 3.9218], [1.3857, -0.8648, 2.7563], [2.5819, 0.3641, 4.2917], [0.4042, 1.2739, 6.0560], [3.1141, -0.7151, 6.0113], [3.0091, 0.9776, 6.1212], [0.8750, -0.3974, 7.0129], [-1.8052, -5.0539, -3.1875], [-2.3295, -3.9160, -2.4662], [-2.1379, -2.6703, -2.9487], [-1.5042, -2.2975, -3.9775], [-3.0336, -1.9073, -2.2284], [-3.0588, -0.5434, -2.5579], [-2.3031, -5.2317, -4.1407], [-1.9610, -6.0001, -2.6694], [-0.7919, -4.8681, -3.5435], [-3.7394, -0.3657, -3.3906], [-2.0932, -0.2964, -2.9991], [-3.3450, 0.0259, -1.6735], [6.5097, -3.6249, -2.0742], [5.3394, -2.8799, -2.5201], [4.1453, -3.0376, -2.0427], [3.8889, -3.4359, -0.9392], [3.2275, -2.5706, -2.9288], [1.8474, -2.7025, -2.6922], [6.1721, -4.5305, -2.5783], [6.7239, -3.5312, -1.0096], [7.3311, -3.2294, -2.6717], [1.5228, -3.6270, -3.1698], [1.3220, -1.9588, -3.2912], [1.5956, -2.7764, -1.6343], [-4.0220, -0.0740, 1.4165], [-5.2620, 0.5964, 1.6486], [-5.5530, 1.0323, 2.9513], [-4.8325, 0.8703, 3.9151], [-6.6627, 1.7321, 2.8916], [-7.2938, 2.1876, 4.1018], [-3.0975, 0.5032, 1.3970], [-3.9478, -0.5985, 0.4639], [-3.8457, -0.8048, 2.2058], [-8.3651, 2.3301, 3.9596], [-6.9852, 3.1905, 4.3968], [-7.0599, 1.5410, 4.9476], [4.2682, -1.0654, 1.4150], [5.6078, -0.9721, 0.8834], [5.7955, -0.3522, -0.2990], [4.9590, 0.2479, -0.9084], [7.1127, -0.6002, -0.6727], [7.5462, -0.3259, -1.9831], [3.4364, -0.8257, 0.7526], [4.1110, -0.4216, 2.2804], [4.1068, -2.0538, 1.8451], [6.9489, -0.5782, -2.8593], [8.5714, -0.5951, -2.2373], [7.5534, 0.7640, -1.9644]], "de_lowest_kcal_mol": 105.10, "energy_ev": -102460.993, "e_lumo_ev": [0.509, -1.410], "homo_energy_ev": [-9.80, -9.65], "homo_lumo_gap_ha": [0.379, 0.303], "multiplicity": 6}

=====

Entry 3:
{"formula": "C21H36N2O5", "method": "ωB97M-V/def2-TZVPD", "symbols": ["C", "C", "O", "C", "C", "C", "C", "C", "O", "N", "C", "C", "C", "C", "C", "C", "N", "C", "O", "C", "O", "C", "C", "C", "C", "O", "C", "C", "H", "H", "H", "H", "H", "H", "H", "H", "H", "H", "H", "H", "H", "H", "H", "H", "H", "H", "H", "H", "H", "H", "H", "H", "H", "H", "H", "H", "H", "H", "H", "H", "H", "H", "H", "H"], "xyz": [[0.0735, -1.5977, -1.7311], [1.0000, -1.3613, -0.5489], [2.2691, -1.8365, -0.9191], [3.4122, -1.3176, -0.2189], [3.2721, -1.4743, 1.2922], [3.6374, 0.1473, -0.5893], [4.5620, -2.1713, -0.7292], [0.4391, -2.1269, 0.6579], [0.6410, -3.3168, 0.8047], [-0.3615, -1.4168, 1.5021], [-0.4139, 0.0428, 1.7178], [-0.9771, 0.0213, 3.1459], [-0.0404, -1.0445, 3.7832], [-0.7943, -1.9708, 2.8004], [-2.0411, -1.1187, 3.1135], [-3.3120, -1.1569, 2.2852], [-3.2245, -0.6550, 0.9273], [-4.2931, -0.0592, 0.3426], [-5.3348, 0.1966, 0.9177], [-4.1156, 0.2774, -1.1337], [-2.7759, 0.5030, -1.5066], [-2.3316, 1.7976, -1.1252], [-0.8695, 1.9462, -1.4810], [-0.6150, 1.8330, -2.9816], [0.8597, 2.0571, -3.2715], [1.3012, 3.3159, -2.7904], [1.1453, 3.4194, -1.3888], [-0.3098, 3.2709, -0.9690], [-0.9293, -1.2111, -1.5396], [0.4749, -1.0968, -2.6125], [0.0196, -2.6680, -1.9290], [1.0407, -0.2915, -0.3192], [3.0475, -2.5087, 1.5509], [4.2021, -1.1779, 1.7796], [2.4800, -0.8337, 1.6889], [3.6714, 0.2614, -1.6737], [2.8516, 0.7946, -0.1936], [4.5840, 0.4974, -0.1744], [4.6420, -2.0799, -1.8127], [5.5041, -1.8560, -0.2790], [4.3829, -3.2178, -0.4834], [0.5792, 0.5008, 1.6969], [-1.0555, 0.5499, 0.9994], [-1.1687, 0.9878, 3.6045], [1.0328, -0.9325, 3.6306], [-0.2733, -1.2467, 4.8256], [-0.7648, -3.0530, 2.8228], [-2.3394, -1.3284, 4.1422], [-3.6738, -2.1920, 2.2814], [-4.0832, -0.5626, 2.7736], [-2.4753, -0.9644, 0.3274], [-4.4806, -0.5704, -1.7165], [-4.7503, 1.1405, -1.3498], [-2.9307, 2.5571, -1.6461], [-2.4795, 1.9433, -0.0455], [-0.3244, 1.1325, -0.9872], [-0.9261, 0.8540, -3.3500], [-1.2035, 2.5904, -3.5098], [1.4570, 1.2577, -2.8052], [1.0619, 2.0502, -4.3415], [1.7532, 2.6455, -0.8946], [1.5421, 4.3933, -1.1052], [-0.8885, 4.1026, -1.3831], [-0.3831, 3.3282, 0.1217]], "de_lowest_kcal_mol": 6.38, "energy_ev": -35578.592, "e_lumo_ev": 0.573, "homo_energy_ev": -9.28, "homo_lumo_gap_ha": 0.362, "multiplicity": 1}

=====

Entry 4:
{"formula": "C21H37AlBr2CaCl3CsF11N3NaP", "method": "ωB97M-V/def2-TZVPD", "symbols": ["C", "C", "C", "C", "C", "C", "C", "N", "C", "Br", "C", "N", "C", "C", "C", "H", "H", "H", "H", "H", "H", "H", "H", "H", "H", "H", "H", "H", "H", "H", "H", "H", "H", "H", "Cs", "F", "P", "F", "F", "F", "F", "F", "C", "C", "N", "H", "H", "H", "Na", "C", "Cl", "Cl", "Cl", "H", "F", "Ca", "Br", "F", "Al", "F", "F", "F", "C", "C", "C", "C", "C", "C", "H", "H", "H", "H", "H", "H", "H", "H", "H", "H", "H", "H", "H", "H"], "xyz": [[-2.4963, 2.2055, -1.6947], [-0.9084, 2.1520, -1.3225], [-0.7574, 1.3527, 0.0996], [0.5078, 1.8833, 0.9782], [1.3372, 0.6491, 1.6036], [0.1473, 3.0446, 2.0208], [1.4029, 3.5269, 2.9193], [2.4585, 3.7061, 3.4698], [-1.1299, 2.7606, 2.9527], [-2.8001, 3.5427, 2.1355], [-0.9067, 3.6389, 4.3053], [-0.6062, 4.2368, 5.3163], [-1.3101, 1.2467, 3.4461], [-2.5811, 0.9665, 4.3886], [-2.2363, -0.4127, 5.2072], [-2.7900, 1.3472, -2.4063], [-2.7043, 3.2182, -2.2226], [-3.1337, 2.2312, -0.7348], [-0.3291, 1.5005, -2.0899], [-0.4206, 3.1866, -1.3028], [-1.7393, 1.3026, 0.6814], [-0.4908, 0.2497, -0.1768], [1.2215, 2.3681, 0.1982], [0.5836, -0.1990, 1.9157], [1.9304, 0.8991, 2.5501], [2.0340, 0.1737, 0.8047], [-0.1203, 3.9792, 1.3821], [-0.3675, 0.9835, 4.0703], [-1.3583, 0.4827, 2.5833], [-3.4635, 0.6914, 3.6971], [-2.8394, 1.8132, 5.1145], [-3.0955, -1.1688, 5.1876], [-1.8271, -0.1747, 6.2548], [-1.3563, -0.9211, 4.6331], [2.3933, -1.6053, 0.2289], [-4.5504, -3.5928, 1.7714], [-3.6692, -3.1074, 0.5577], [-4.9446, -3.2511, -0.3568], [-2.2007, -3.1246, -0.0377], [-3.3538, -4.6260, 0.2576], [-3.0817, -2.3623, 1.8238], [-3.8581, -1.6940, -0.1164], [-6.3105, 3.6245, 4.3936], [-6.3344, 2.2961, 3.6882], [-6.3548, 1.2470, 3.1326], [-6.5034, 4.4280, 3.6805], [-7.0773, 3.6457, 5.1701], [-5.3335, 3.7841, 4.8533], [-3.3335, -2.7057, -1.8363], [-0.7327, -0.6903, 9.0838], [-2.1816, -0.7600, 8.0653], [-1.1537, -0.8892, 10.7911], [0.4366, -1.9242, 8.5787], [-0.2732, 0.2892, 8.9597], [-3.2411, 4.7033, -1.0271], [-1.6134, -3.6700, 1.6646], [-1.8261, -3.3555, 9.0235], [-4.1169, -5.5558, -6.9787], [-2.6026, -4.8537, -6.3760], [-2.9516, -3.8102, -4.9744], [-1.8412, -3.8863, -7.6546], [-1.4995, -6.1538, -5.8746], [6.6392, -0.9163, -8.1611], [5.9576, -0.0254, -7.1318], [6.6556, -0.0306, -5.7697], [6.6917, -1.3864, -5.0572], [5.3270, -2.0288, -4.8041], [4.4317, -1.2020, -3.8914], [6.6256, -1.9661, -7.8592], [6.1252, -0.8411, -9.1226], [7.6799, -0.6138, -8.3110], [4.9087, -0.3184, -7.0262], [5.9539, 1.0019, -7.5113], [6.1681, 0.7074, -5.1228], [7.6870, 0.3189, -5.8966], [7.2070, -1.2586, -4.0977], [7.3057, -2.0850, -5.6354], [5.4864, -3.0082, -4.3396], [4.8113, -2.2194, -5.7500], [4.9128, -1.0332, -2.9224], [3.4876, -1.7267, -3.7149], [4.1930, -0.2312, -4.3323]], "de_lowest_kcal_mol": 223.71, "energy_ev": -273675.381, "e_lumo_ev": -5.431, "homo_energy_ev": -6.98, "homo_lumo_gap_ha": 0.057, "multiplicity": 1}